105
Properties=species:S:1:pos:R:3:forces:R:3 method="wB97M-V/def2-TZVPD" total_energy_ev=-149588.092 lumo_energy_ev=-2.3 total_charge=+1 molar_mass_g_mol=904.4
C -1.735354 0.156197 -3.334726 0.2866 0.1263 0.1970
C 1.064936 -2.985256 0.237231 -0.1558 -0.3692 -0.1659
N -2.438593 -3.707709 2.999126 0.3046 -0.0443 1.1672
C 1.324971 0.929564 -6.408291 0.0123 -1.3103 0.8684
C 5.410543 2.132815 -1.980464 0.6896 2.0825 -0.4986
C -2.307646 -3.809065 1.675879 0.0110 -1.4970 -1.9531
C 0.329504 3.376277 2.669991 0.6606 0.7682 0.0958
H 1.532285 -1.048335 -0.560156 0.8812 0.5515 -0.4211
H -0.668443 -4.014792 4.168975 -0.8230 0.6108 -0.4032
H 2.797337 0.461463 -0.629011 0.6470 0.0188 -0.0447
C -0.715208 -2.566573 -3.562360 -0.4004 -0.9186 0.2766
H -4.284992 -2.974856 4.859483 -0.0906 -0.5580 -0.0434
C 3.476581 1.277795 -0.895024 -1.7790 0.3610 0.6946
C 1.933795 4.147274 4.556619 0.0944 0.2917 -0.2188
C -0.577711 3.675512 -3.243095 -0.3870 -0.5884 0.5480
N 2.067763 -0.725335 3.296651 0.3820 -0.1898 0.9646
H -0.873103 2.165011 5.181047 1.2587 0.4899 -0.3957
C -1.316168 -3.170016 3.772725 1.4662 -0.5011 0.4898
H -1.766826 -6.179632 -4.294636 0.1197 0.0120 0.0466
H 4.132711 0.761461 -4.506295 -0.2635 -0.1647 -0.0450
C 0.337081 4.073712 -0.901399 -0.1779 -1.1929 1.3837
C -1.266592 2.604559 -3.897034 0.9725 0.7470 1.3494
C -1.165961 -3.083664 1.056796 0.1915 -0.6157 0.7096
C -1.257160 -1.744243 0.917576 -0.3548 0.8900 -0.8320
C 2.195599 -0.014836 -3.958979 -0.2766 -0.0811 0.3839
C -1.448463 -5.162057 -4.085981 -0.6220 -1.0709 -1.3488
C 4.678276 1.084937 -1.516229 -0.0593 -1.5515 -0.2218
H -0.413011 4.480797 -0.182524 0.6245 0.0667 -0.3182
H -2.223947 -1.292941 1.199599 0.8895 0.3935 -0.2162
C 0.063028 2.273551 4.555850 -0.4506 -0.1218 1.3547
H 3.633362 3.638684 1.681876 1.3528 -0.0855 -1.0707
H 0.993144 1.151462 -7.415528 -0.0231 0.3833 0.1553
H 2.109196 4.649612 5.527565 -0.2127 -0.5611 -0.6145
C -0.849917 -4.442728 -5.112722 0.0392 0.5780 1.3070
C 0.838594 -0.175316 -4.291357 1.2021 -0.5015 0.6861
H -1.599382 2.581116 -4.887567 -0.3583 -0.0645 -1.2752
H -3.714553 -5.379569 3.045673 0.1253 -0.2804 -0.5006
H -0.596414 -0.022019 -5.847874 0.8684 0.4837 -0.0644
H 0.893867 4.874106 -1.399944 0.0618 -0.1746 0.4646
H 6.372288 2.076778 -2.462721 0.0855 -0.6792 -0.1902
H 0.067850 -4.800599 1.058722 0.3780 0.7336 -0.6316
S 1.275284 0.998306 5.126515 -0.6988 1.0471 0.1666
N -0.264188 -1.057508 0.340308 -1.5259 2.1213 0.2205
H 3.284515 1.745696 -6.621395 0.7774 0.2538 -0.6364
C 2.779952 3.659394 2.274398 -0.8366 0.0910 1.7899
H 4.949592 0.063536 -1.745953 0.3761 -0.0365 0.1483
C -0.348507 3.251941 -1.933740 -0.3750 -0.3423 -2.1198
S -4.176048 1.344791 2.391823 0.5413 0.1598 0.4021
C 4.911437 3.428932 -1.862009 -1.1227 0.1999 0.5233
C 3.101238 0.593990 -4.821959 0.1869 0.3976 0.5827
H -2.355069 -1.430801 4.628942 0.7422 -0.4711 -0.1770
H -0.159405 4.406801 4.581152 -0.6121 0.8372 0.0542
C 0.849495 -1.633283 -0.016866 -0.1788 -1.8074 0.4372
N 0.557878 0.847636 2.575737 -0.6212 0.9546 0.4727
C 1.266159 0.360696 3.512218 1.0486 -1.7144 -1.0581
H -2.268305 -2.783346 5.656243 0.3467 -0.1388 0.2246
Zn -0.407830 1.073718 0.004196 0.8091 -0.3633 -0.6411
C -0.425775 -3.153897 -4.804176 0.2932 0.8192 -0.7272
P 1.321075 2.782346 0.120773 -0.0010 0.4179 -0.8689
C -1.337297 1.570020 -2.993560 -0.8052 -0.3176 -0.6106
C -1.766873 -4.634830 -2.862061 0.3893 -0.3046 1.6548
C 1.584232 3.366581 1.801247 -1.1543 -0.0718 -0.4633
H -0.671509 -2.643451 3.076061 -0.0251 0.0409 0.2973
C -0.201659 1.989509 3.093941 -1.1383 -1.0456 -1.3839
C 2.967285 2.557888 -0.665247 0.0556 0.4990 -0.2098
H -0.272623 4.639221 -3.646009 -0.2151 -0.2731 0.0410
H 5.338203 4.319136 -2.336080 0.3252 -0.6005 0.2883
H 2.494730 -0.345751 -2.955868 0.1345 0.1197 -0.5010
H -1.898814 0.186649 -4.398224 -0.4132 -0.2897 -0.3967
H -5.184793 -3.393593 3.432455 0.0928 -0.1205 -0.1217
C 2.669517 1.128121 -6.024550 -2.0931 -0.5180 0.2848
H -0.445425 4.021858 2.267580 -0.0935 -0.0382 -0.4810
H -4.410238 0.635694 -0.459002 1.6492 0.4402 0.2639
C -3.089253 1.188079 1.056129 -0.6323 -0.1772 0.2802
N -3.412003 0.796537 -0.190162 -2.0863 -0.4400 0.3496
H -2.748928 1.155196 -0.844172 0.1107 0.1724 -1.2750
H 3.382077 4.682300 -1.088133 -0.1549 -0.6770 0.0970
H -1.578807 -2.827086 -1.656959 -0.3375 0.0002 1.0769
H 0.130966 -2.589343 -5.585397 -0.4977 -0.2748 0.7495
C -3.378780 -4.582901 3.681587 -0.2583 0.1694 1.9294
H -2.151616 -5.312667 -2.075076 -0.0941 0.6831 -0.5738
H 3.813229 4.581711 3.989348 0.8801 -0.2530 -0.1381
H -2.620129 -0.295657 -2.870107 0.0904 0.2716 0.1700
C 0.440709 0.228650 -5.536926 -0.3274 0.5992 -1.7815
C -2.802283 1.765890 3.431579 -0.1610 -0.0204 0.5494
H -0.706760 -4.862379 -6.089332 0.1699 -0.1756 -0.2018
P -0.246245 -0.898101 -3.001313 0.2885 0.3682 -0.2918
C -1.667251 1.755775 2.703204 0.5275 -0.1379 -0.4326
H -5.213162 -4.482643 4.756895 -0.8185 -0.9221 0.9613
N -0.802731 1.933527 -1.810348 0.5945 0.6855 1.9439
H 1.995823 -3.446209 -0.038725 0.2331 -0.0855 -0.0252
C 0.024138 -3.731726 0.764542 -0.0057 -0.6619 0.4256
C 0.556266 3.741388 4.162558 0.4051 -1.7301 0.8371
H -0.842777 -1.789350 5.440800 1.0072 0.0545 0.1424
C -1.650376 -2.253272 4.927040 -2.8120 0.3593 -0.2190
N -1.843978 1.423438 1.347049 0.2058 0.5550 1.2627
C 2.932564 4.065299 3.671266 -0.4269 0.9780 0.7463
C 3.706756 3.632138 -1.170731 0.2624 0.6971 -0.2898
H 2.152653 -1.189872 2.402170 -0.2212 0.3572 0.2041
H 2.609750 -1.089045 4.079549 -0.2705 0.1515 -0.6437
C -1.386759 -3.339653 -2.561647 0.7693 0.7127 -2.2967
C -4.579861 -3.833217 4.231621 0.3721 1.7767 -1.1114
H -2.918757 -5.028505 4.605648 0.2410 0.2172 -1.0906
H -2.925567 1.954316 4.526949 0.0148 -0.2135 -1.3733
O -2.968408 -4.521761 0.916739 -0.0963 0.5480 0.8943